Record 1
A structure of composition C25H48ClNO2P2W in a non-equilibrium geometry. Source: the OMol25 dataset; level of theory: the ωB97M-V functional and the def2-TZVPD basis.

Geometry as XYZ:
```
80
Properties=species:S:1:pos:R:3:forces:R:3
O 1.447 -0.483 -3.300 -3.57 -0.63 7.20
H -3.511 3.030 0.827 0.29 -0.05 -0.16
C -1.473 2.303 4.832 -1.47 -1.39 0.37
P -1.912 0.528 -1.503 -2.95 0.30 -1.96
H 1.685 -3.460 0.447 0.24 -0.03 -0.06
C -1.631 0.538 3.163 -1.19 -0.86 0.62
H -4.160 0.715 1.475 -0.07 -0.05 -0.29
H -1.941 2.220 1.029 -0.33 0.24 -0.25
H 1.277 -2.497 3.999 0.20 -0.07 -0.21
H -2.005 -0.405 2.754 -0.33 0.23 0.62
H -4.693 -1.393 -3.230 0.15 0.20 0.07
H -4.715 -0.237 0.073 0.28 0.06 0.27
H 5.057 0.346 -1.455 -0.39 -0.03 -0.05
N -0.710 1.075 2.416 2.01 1.51 -1.33
H 2.716 -4.191 -1.689 -0.05 0.36 0.00
H 4.350 0.493 2.182 -0.01 0.12 -0.24
H -0.510 0.406 -4.119 -0.38 0.23 -0.13
C -3.843 0.251 0.530 -0.14 0.02 0.03
C 2.593 -3.120 -1.462 0.20 -0.09 -0.20
H -4.833 0.093 -2.293 0.13 -0.16 -0.18
C -2.825 -0.861 -2.329 0.19 -0.52 0.58
C 2.579 -2.947 0.056 -0.78 -0.21 -0.29
C -1.977 -1.655 -3.326 -0.10 -0.45 -0.26
H -2.030 0.973 -4.881 0.32 -0.01 0.33
C 3.901 -0.371 0.197 0.14 1.05 -0.51
C -2.690 2.530 0.291 0.00 0.17 0.33
H 0.722 2.503 2.209 0.19 0.64 0.10
C 1.609 -2.649 2.963 0.15 -0.05 0.27
H -3.014 3.515 -2.389 -0.06 -0.20 -0.18
H -1.753 2.823 5.774 0.11 -0.53 -0.71
H -0.902 -1.664 -3.099 -0.22 -0.12 -0.01
C -4.170 -0.463 -2.965 -0.11 0.04 -0.05
W 0.254 -0.060 -0.434 -1.46 0.25 3.91
C 2.413 -1.426 2.493 -0.60 0.34 -0.56
H -4.029 1.619 -1.120 0.46 -0.18 0.07
C -1.205 1.248 -4.206 0.41 -0.07 -0.37
H -2.903 3.132 -4.113 0.21 -0.15 0.24
H -3.896 2.124 -3.068 0.30 0.25 -0.14
C 3.838 -3.602 0.665 0.09 0.08 0.08
H 3.433 -2.583 -1.926 -0.21 -0.29 0.11
H 5.250 1.171 0.820 -0.24 -0.08 0.08
H -2.092 -1.273 -4.350 0.09 -0.18 0.38
H 3.657 -4.685 0.717 0.06 0.28 -0.05
C -2.957 2.690 -3.108 -0.42 0.04 0.41
H 0.051 -0.754 1.105 0.31 -0.83 -0.12
C -0.100 2.184 2.820 -0.17 -1.30 -0.82
H 3.441 1.065 -1.382 0.13 -0.07 0.05
H 1.669 -2.791 -1.954 0.02 -0.20 0.11
P 2.254 -1.192 0.610 2.33 -1.91 1.10
H -4.038 0.105 -3.896 0.01 -0.17 0.31
C 0.837 1.800 -0.222 3.55 9.59 0.31
H -2.309 -2.704 -3.318 0.09 0.32 -0.09
H -2.878 0.602 4.916 0.03 0.19 0.19
H 0.878 -0.250 3.432 0.39 -0.20 0.16
O 1.257 2.929 -0.159 -2.75 -7.12 -0.30
H -0.631 2.047 -4.700 -0.32 -0.17 0.07
C 0.903 -0.556 -2.221 4.58 -0.33 -9.54
C 3.997 0.124 -1.248 0.06 -0.02 -0.28
H 3.650 -0.577 -2.016 0.26 0.11 0.31
Cl 0.430 4.206 4.462 -0.76 -1.05 -0.29
H 4.093 -3.270 1.676 -0.06 -0.12 -0.24
H 4.625 -1.188 0.349 -0.47 -0.07 0.05
C -3.245 1.296 -0.420 0.65 -0.15 0.21
C -0.452 2.821 4.024 0.85 1.73 0.97
H 2.480 0.021 4.158 -0.13 -0.25 -0.33
H 0.698 -2.797 2.365 0.10 -0.02 0.10
H -2.217 3.270 -0.370 -0.25 -0.23 0.06
H 4.712 -3.449 0.018 -0.21 0.01 0.15
H -1.141 -0.371 0.475 -0.37 -0.32 -0.44
H 3.551 1.620 1.036 0.23 -0.11 0.06
H 2.202 -3.570 2.940 -0.26 0.17 -0.08
H -0.909 2.416 -2.441 -0.25 0.24 -0.38
H 2.043 0.741 2.600 0.27 -0.08 0.07
H -3.127 -0.542 0.789 -0.09 -0.03 -0.01
C 1.948 -0.165 3.210 -0.32 0.44 0.39
H -3.035 -1.511 -1.463 -0.09 -0.01 -0.20
C -1.717 1.800 -2.875 1.19 0.69 0.10
C -2.087 1.112 4.380 0.78 1.33 0.51
H 3.497 -1.563 2.646 -0.42 -0.01 -0.21
C 4.267 0.789 1.130 -0.02 -0.08 0.13
```
Positions in Å, forces in eV/Å.

Its spin multiplicity is 3. The calculation puts the HOMO-LUMO gap (spin up / spin down) at 5.0 / 4.6 eV. As for the expectation value of S²: 2.0354. Its charge is +4.

***

Record 2
A structure of composition C16H25N8NiO6. Source: the OMol25 dataset; level of theory: the ωB97M-V functional and the def2-TZVPD basis.

Geometry as XYZ:
```
56
Properties=species:S:1:pos:R:3:forces:R:3
C 0.951 -4.682 -0.576 -0.01 0.04 0.00
C 0.111 2.560 -2.767 -0.05 -0.17 -0.02
H -0.819 -0.482 -2.791 -0.01 0.04 -0.01
H -0.067 3.129 -4.773 0.00 0.02 -0.02
Ni 0.048 1.286 -0.068 0.17 -0.38 0.00
H 5.430 1.125 -0.234 -0.05 0.00 0.01
N 3.941 1.156 1.314 -0.08 0.00 0.18
H -1.115 -4.360 1.860 -0.01 0.02 0.03
C 0.499 1.199 4.253 -0.10 0.00 -0.01
H 3.177 1.140 -1.834 0.01 -0.01 0.05
H 2.619 1.242 4.217 0.01 0.00 0.01
N -0.685 4.139 0.152 0.05 0.12 -0.10
H 0.466 3.474 -2.316 -0.04 -0.02 0.00
H -3.244 -0.054 -0.942 0.06 -0.04 -0.07
N 0.338 1.166 2.035 0.03 0.05 -0.22
H -1.446 1.162 3.221 0.05 0.02 -0.02
C 2.591 1.178 1.290 0.19 -0.01 -0.28
C -4.319 1.666 -0.221 0.01 -0.09 0.00
H 4.533 1.163 2.126 0.01 0.00 0.01
N 1.758 1.206 3.700 0.14 0.00 -0.10
N -0.157 2.409 -4.077 0.03 0.09 0.03
C 4.382 1.136 0.013 -0.02 0.01 -0.13
C -0.674 -3.137 0.240 0.13 0.09 -0.02
O -1.747 3.742 0.663 0.08 -0.13 0.03
O -0.035 -0.883 -0.324 -0.07 0.09 0.07
C -3.059 0.999 -0.732 -0.06 -0.21 0.08
O 0.750 -1.755 1.574 0.09 0.11 0.06
H -4.149 2.725 -0.030 0.02 0.03 0.03
H -5.110 1.579 -0.967 0.04 0.01 0.01
H -2.146 1.862 0.743 0.21 0.28 -0.01
O -2.011 1.021 0.270 -0.37 0.31 0.03
H 0.610 -2.667 1.961 0.00 -0.08 0.04
C 0.046 -1.801 0.470 -0.16 -0.26 -0.17
N -0.126 1.431 -2.125 0.12 0.33 0.02
H -4.668 1.186 0.695 0.02 0.03 -0.02
H -2.708 1.477 -1.645 0.06 0.06 0.00
C 0.425 -5.214 0.751 0.09 0.01 0.02
C 1.614 1.188 2.357 -0.24 0.02 0.20
H -1.741 -2.912 0.224 -0.02 0.02 0.01
N -0.310 -4.063 1.327 -0.03 0.03 -0.06
C 3.259 1.144 -0.760 0.16 0.02 -0.03
H 1.217 -5.531 1.427 -0.01 -0.02 0.00
H 1.847 -4.079 -0.411 -0.01 -0.01 -0.01
C -0.201 -3.801 -1.060 0.02 -0.04 0.01
O 0.303 3.309 0.037 -0.22 0.03 -0.04
H -1.004 -4.416 -1.467 0.00 0.00 0.00
C -0.564 0.528 -3.065 0.04 -0.14 -0.02
C -0.369 1.175 3.202 0.00 -0.02 0.17
N 2.159 1.170 0.046 -0.17 0.02 0.10
H 0.343 1.221 5.317 0.01 0.00 -0.05
H 1.206 -5.478 -1.272 -0.01 0.01 0.00
H -0.240 -6.064 0.582 -0.04 0.01 0.01
H 0.085 -3.069 -1.812 0.00 0.01 -0.01
O -0.531 5.274 -0.251 -0.04 -0.27 0.11
C -0.590 1.123 -4.287 -0.02 -0.06 0.03
H -0.869 0.758 -5.260 0.01 0.02 0.04
```
Positions in Å, forces in eV/Å.

Its spin multiplicity is 3. The calculation puts the HOMO-LUMO gap (spin up / spin down) at 9.2 / 9.2 eV. As for the expectation value of S²: 2.0040. For the energy above the lowest of the compared OMol25 structures with the same formula, charge and spin, the calculation gives 0.00 kcal per mole. Its charge is +1.

***

no.,E_tot (eV)
1,-65165.1114
2,-82241.6626